[1]
Below is a structure of composition C10H13N2O2V, with properties calculated with ωB97M-V/def2-TZVPD.

Element x y z (Å)
V 0.1377 -0.5857 0.7041
O -1.9223 -0.7626 0.9392
O 1.8430 1.0675 -1.3188
N 0.5651 0.6994 -0.9042
N -1.4668 -0.0585 -0.0666
C 0.5807 -2.6505 1.9810
C 1.5936 -2.5270 1.0291
C 2.3613 -1.3505 0.9851
C -3.1199 1.1848 -1.4529
C -0.4551 1.1965 -1.5491
C 2.1332 -0.3202 1.9094
C -0.3695 2.1470 -2.6894
C 1.1401 -0.4621 2.8934
C 0.3572 -1.6189 2.9105
C -1.7690 0.7421 -1.0177
H -0.4549 -1.7090 3.6178
H -1.1780 2.8753 -2.6250
H -3.8752 0.5639 -0.9758
H 2.7126 0.5899 1.8477
H -0.4932 1.6234 -3.6414
H -3.2305 1.0951 -2.5343
H -3.3074 2.2239 -1.1765
H 3.1060 -1.2169 0.2136
H 1.7752 -3.3178 0.3154
H 0.9645 0.3310 3.6053
H -0.0482 -3.5290 1.9936
H 0.5690 2.6970 -2.7040
H 1.8510 1.0716 -2.2895

The HOMO energy (alpha / beta) comes out at -0.406 / -0.464 Ha. As for the expectation value of S²: 3.785. As for the charge: +1. As for the multiplicity: 4. The LUMO energy (alpha / beta) comes out at -0.1135 / -0.1473 Ha. The value obtained for the HOMO-LUMO gap (alpha / beta) is 0.292 / 0.317 hartree.



[2]
Below is a structure of composition C6H13F9PPtS, with properties calculated with ωB97M-V/def2-TZVPD.

Element x y z (Å)
Pt -1.8388 -3.4023 -1.2599
S -2.7133 -0.4870 1.1608
P 2.4040 -0.4762 1.5317
F -3.7342 1.8016 0.1244
F -2.8825 -1.7252 2.3387
F -0.6043 2.0695 0.8704
F -3.1123 0.1332 -1.4674
F -4.4365 -0.3174 1.1885
F -2.8815 -1.7236 -0.0652
F -2.6239 0.6427 2.4431
F -1.6574 2.8976 -1.0882
F -1.0371 -0.8111 1.1433
C 2.2585 -0.1667 -1.4487
C 2.0818 -1.2158 -0.1990
C -0.2842 0.8349 -1.4389
C -2.6574 0.7891 -0.1850
C 1.3034 1.1972 -1.3096
C -1.2698 1.6217 -0.3718
H 3.4015 0.1179 -1.5906
H 2.9088 -2.0615 -0.3614
H 1.6320 1.7063 -0.3103
H 1.9447 -0.7580 -2.4278
H -0.6425 1.1922 -2.5204
H -0.4436 -0.3352 -1.4333
H 3.5465 -1.3421 1.7721
H 1.6435 1.9023 -2.2013
H 3.2217 0.5688 0.9384
H 1.4942 -1.4186 2.1953
H 2.6599 0.1166 2.8482
H 1.2760 0.4230 1.4252
H 1.0428 -1.7736 -0.3015

The HOMO energy comes out at -0.427 Ha. As for the charge: +1. The LUMO energy comes out at -0.3219 Ha. The value obtained for the HOMO-LUMO gap is 0.105 hartree.



Max |F| readings, ordered: 1.0; 6.7 eV Å⁻¹